1.
C62H112AgF2N4O23 | ωB97M-V/def2-TZVPD

Properties
multiplicity: 2
net charge: -2
E_LUMO (spin up / spin down): 2.72 / 2.72 eV
molar mass: 1427.45 g mol⁻¹

Structure (XYZ):
```
204
C62H112AgF2N4O23, DFT ωB97M-V/def2-TZVPD
Ag 2.23318 -3.10663 2.07728
F 1.68257 -5.14636 1.11817
F 0.66487 -3.84935 3.60765
C -0.33571 0.53790 0.41844
C 0.31604 -0.82363 0.17936
C 0.54030 -1.02044 -1.36266
O 1.32259 -1.27545 1.07253
H -1.16953 0.75791 -0.24823
H 0.32158 1.40523 0.48023
H -0.70565 0.49794 1.44296
H -0.46856 -1.57790 0.23916
H -0.17552 -1.58802 -1.95726
H 1.44380 -1.61794 -1.48425
H 0.41585 -0.02820 -1.79634
N 3.75545 -5.79348 3.58894
O 4.79695 -6.24511 3.94190
O 3.81210 -4.63120 3.11847
O 2.67748 -6.28015 3.76915
C -2.18097 6.40794 -5.59025
C -2.70670 4.95041 -5.33945
C -1.47810 4.17795 -4.80995
C -1.91530 2.78092 -4.05048
C -3.00837 3.08790 -2.93698
C -4.21515 3.89223 -3.60181
N -3.77701 5.07721 -4.38897
O -4.90538 5.80868 -4.86963
C -5.00796 2.87417 -4.37860
C -5.06194 4.38933 -2.42911
C -3.07661 4.50990 -6.78468
H -2.89455 6.99790 -6.16546
H -1.19804 6.37639 -6.06030
H -1.81008 6.96105 -4.72734
H -0.61955 4.17833 -5.48151
H -1.13552 4.78304 -3.97053
H -1.02640 2.36265 -3.57824
H -2.20788 2.03441 -4.78887
H -2.58480 3.41596 -1.98773
H -3.35818 2.07664 -2.72946
H -6.00884 3.25154 -4.58820
H -4.58476 2.88662 -5.38301
H -5.02652 1.83717 -4.04336
H -5.80232 5.09122 -2.81289
H -5.60901 3.54523 -2.00922
H -4.40735 4.85449 -1.69206
H -3.09544 3.43161 -6.94289
H -2.46309 4.93535 -7.57884
H -4.08457 4.85329 -7.01749
H -4.87362 6.57860 -4.29708
C 3.35985 3.37756 -3.71402
C 3.69414 4.42502 -2.61827
C 2.40695 5.34351 -2.37919
C 1.28965 4.74415 -1.64124
C 2.00855 4.28878 -0.26151
C 3.19731 3.35606 -0.35270
N 4.17832 3.93932 -1.33198
O 5.57761 3.43716 -1.28548
C 3.83805 3.24876 0.98224
C 2.90467 1.90710 -0.72809
C 4.81611 5.46933 -3.12765
H 2.53139 2.75451 -3.37702
H 4.23575 2.72881 -3.71830
H 2.99529 3.75560 -4.66916
H 2.73200 6.25901 -1.88492
H 1.98242 5.74007 -3.30147
H 0.97516 3.81897 -2.12419
H 0.48328 5.44628 -1.42937
H 1.21981 3.81971 0.32669
H 2.15471 5.15145 0.38850
H 3.19559 2.71236 1.68055
H 4.77984 2.70036 1.00204
H 4.07762 4.24967 1.34125
H 2.14780 1.93379 -1.51202
H 3.79975 1.37225 -1.04568
H 2.51498 1.35388 0.12643
H 4.39996 5.92967 -4.02376
H 5.87199 5.25032 -3.28655
H 4.83709 6.24406 -2.36119
H 6.04421 4.21014 -0.95932
C -4.54069 -1.15604 -1.85097
C -5.45034 -1.52631 -0.68424
C -6.32020 -0.23923 -0.44853
C -7.50003 -0.30714 0.52177
C -8.31396 -1.41394 -0.09271
C -7.57581 -2.80471 -0.26784
N -6.34519 -2.65386 -1.08747
O -5.68211 -3.89361 -1.34622
C -7.44870 -3.39524 1.21907
C -8.56722 -3.66818 -0.97557
C -4.59522 -1.88994 0.53692
H -3.82021 -1.96483 -1.97288
H -3.94425 -0.24643 -1.78043
H -5.01730 -1.21369 -2.82955
H -5.66108 0.44118 0.09064
H -6.63734 0.23288 -1.37838
H -8.02888 0.63850 0.40269
H -7.33161 -0.52015 1.57740
H -8.79774 -1.17747 -1.04041
H -9.19799 -1.42804 0.54479
H -6.51018 -3.09745 1.68662
H -8.27845 -3.13179 1.87497
H -7.31135 -4.47646 1.20517
H -8.71395 -3.33833 -2.00405
H -8.19347 -4.68665 -0.87009
H -9.55591 -3.69134 -0.51726
H -3.79465 -1.16100 0.66266
H -4.06464 -2.81821 0.32501
H -4.96016 -1.90183 1.56394
H -5.63924 -3.73089 -2.29135
O 5.82178 -2.08734 -6.15953
C 5.45377 -1.68314 -5.03150
O 6.35887 -1.20808 -4.05865
C 5.70449 -0.47939 -3.03041
C 4.19596 -0.75040 -3.28446
C 4.01964 -1.58163 -4.56848
H 5.85535 0.59476 -3.13782
H 5.99938 -0.85210 -2.04947
H 3.65392 0.17269 -3.48988
H 3.75851 -1.32977 -2.47139
H 3.39983 -1.13809 -5.34772
H 3.62198 -2.55658 -4.28662
O -4.97969 -4.71444 4.38328
C -4.46295 -3.59665 4.17305
O -3.30622 -3.36108 3.65313
C -2.90009 -1.95551 3.52356
C -4.00470 -1.34347 4.48788
C -5.09928 -2.29442 4.57352
H -2.91235 -1.62492 2.48498
H -1.85913 -1.74057 3.76504
H -4.36965 -0.40199 4.07735
H -3.55822 -1.20434 5.47246
H -5.85579 -2.10651 3.81163
H -5.58328 -2.22378 5.54761
O 4.56236 -0.76674 9.04874
C 4.02841 -1.49562 8.21067
O 4.64090 -2.41782 7.50707
C 3.83548 -3.23932 6.57969
C 2.43838 -2.54777 6.63265
C 2.58212 -1.53453 7.69843
H 3.81021 -4.24988 6.98742
H 4.24588 -3.33897 5.57483
H 1.66565 -3.28886 6.83703
H 2.17888 -2.07262 5.68660
H 2.07155 -1.68513 8.64961
H 2.40931 -0.49962 7.40317
O -3.58841 1.84013 0.60436
C -3.58564 2.67602 1.46779
O -4.48743 2.66303 2.40444
C -4.18586 3.61133 3.39953
C -2.81360 4.21170 3.04091
C -2.52821 3.73091 1.68006
H -4.12775 3.09275 4.35651
H -5.12183 4.16552 3.46974
H -2.06388 3.91279 3.77350
H -2.80408 5.29134 3.19056
H -1.51044 3.36907 1.53409
H -2.72472 4.46521 0.89885
O -1.64967 1.27438 5.35048
C -0.43170 1.10473 5.33702
O 0.35793 2.10988 5.71542
C 1.65961 1.75851 5.93495
C 1.74035 0.66625 4.93140
C 0.41197 -0.06706 4.89241
H 1.64685 1.32151 6.93343
H 2.34067 2.57520 5.69561
H 2.65992 0.08145 4.90880
H 1.79455 1.26452 4.02188
H 0.38987 -1.00801 5.44217
H 0.16570 -0.25155 3.84675
O 4.04026 -3.21898 0.42833
C 4.98491 -3.70124 -0.18835
O 5.34852 -3.14375 -1.39883
C 6.49006 -3.97903 -1.79636
C 6.31494 -5.30871 -1.27193
C 5.55058 -5.09957 -0.00301
H 7.35463 -3.48633 -1.35156
H 6.71629 -4.03325 -2.86124
H 7.31448 -5.65972 -1.01536
H 5.99037 -5.93466 -2.10316
H 6.17144 -5.06240 0.89211
H 4.83387 -5.90027 0.17949
O 1.01312 -9.20480 -2.56417
C 1.35948 -8.06908 -2.81765
O 2.42239 -7.75472 -3.44579
C 2.73497 -6.38514 -3.56888
C 1.59032 -5.68418 -2.98452
C 0.66455 -6.72461 -2.38709
H 2.77826 -6.10472 -4.62130
H 3.69629 -6.17333 -3.10079
H 1.14020 -4.97084 -3.67491
H 1.76396 -4.94033 -2.20695
H -0.34614 -6.82051 -2.78385
H 0.60431 -6.75234 -1.29911
O 3.68978 -1.68117 3.33731
C 4.70111 -0.93425 3.30872
O 5.58240 -0.74816 4.27383
C 6.43050 0.35405 3.88141
C 6.47613 0.30642 2.36869
C 5.10184 -0.15431 2.04631
H 7.43075 0.18365 4.27960
H 6.12745 1.33462 4.24849
H 7.31080 -0.23736 1.92629
H 6.67553 1.24783 1.85676
H 5.09971 -0.85984 1.21545
H 4.41983 0.67485 1.85805
```

2.
C22H60N10O26 | ωB97M-V/def2-TZVPD

Properties
multiplicity: 1
net charge: 0
E_LUMO: -0.55 eV
molar mass: 880.77 g mol⁻¹

Structure (XYZ):
```
118
C22H60N10O26, DFT ωB97M-V/def2-TZVPD
C -3.73665 -1.70024 0.15664
O -4.33507 -0.81748 1.14523
C -5.60345 -0.21447 0.85453
C -6.19826 0.22541 2.13230
O -6.49077 -0.84694 3.01149
C -7.45149 -0.51523 4.02145
H -4.32808 -2.61063 0.10067
H -2.72610 -1.90034 0.51063
H -3.60852 -1.23707 -0.83143
H -6.27197 -0.92611 0.33034
H -5.45199 0.71855 0.21378
H -7.11251 0.75560 1.92533
H -5.50217 1.02771 2.54292
H -7.24036 0.40606 4.64537
H -7.62595 -1.29679 4.73988
H -8.38201 -0.31356 3.51062
C -2.01720 -3.61538 5.16072
O -1.39124 -2.46965 5.78875
C -2.31427 -1.46387 6.14520
C -1.60185 -0.35084 6.85205
O -0.92275 0.49706 5.91666
C 0.38648 0.18895 5.51943
H -1.20907 -4.26847 4.99895
H -2.55186 -3.29312 4.28263
H -2.62757 -4.02895 5.90526
H -2.90325 -1.90801 6.93025
H -2.95246 -1.22474 5.32988
H -0.95977 -0.82335 7.61069
H -2.34029 0.23376 7.32386
H 0.98716 -0.09316 6.38753
H 0.92919 1.02696 5.13849
H 0.54419 -0.66432 4.85590
C 1.99402 2.10481 -0.50604
O 1.41656 0.88940 -0.17310
C 1.69389 0.46223 1.18722
C 1.31260 -1.01202 1.45401
O -0.04267 -1.04062 1.83755
C -0.34548 -2.35299 2.30698
H 2.16200 2.16739 -1.57734
H 2.97815 2.21434 -0.01478
H 1.39063 2.94029 -0.20499
H 1.17673 1.05811 1.95910
H 2.73790 0.65457 1.31696
H 1.87018 -1.34386 2.36078
H 1.56955 -1.73206 0.66043
H -1.40014 -2.38250 2.51675
H 0.19841 -2.55901 3.18367
H -0.14813 -3.11148 1.59323
C -2.02031 3.97772 -1.55474
N -3.27343 3.16412 -1.44548
O -3.08757 1.99916 -1.07358
O -4.31260 3.69332 -1.63340
H -1.68057 4.11836 -0.49719
H -2.21608 4.99595 -1.93109
H -1.31266 3.38543 -2.10374
C 3.94129 3.93672 -4.98228
N 4.42956 3.01318 -3.95399
O 5.19950 3.45814 -3.13053
O 4.09850 1.81701 -3.99148
H 4.42265 4.85627 -4.81993
H 2.88774 4.07623 -4.89877
H 4.17667 3.53436 -5.95639
C 0.66396 1.04339 -4.49458
N -0.26335 2.06821 -3.97775
O 0.23214 3.10997 -3.48278
O -1.43966 1.86327 -4.05741
H 1.66291 1.34383 -4.06824
H 0.72775 1.19559 -5.57394
H 0.28518 0.06961 -4.22608
C -0.76341 -0.78844 -1.62475
N -1.18738 -1.81584 -2.63420
O -0.30774 -2.13346 -3.42094
O -2.29650 -2.32206 -2.66243
H -0.57327 -1.34111 -0.69043
H -1.52677 -0.07098 -1.43221
H 0.15189 -0.33051 -1.84377
C 6.46732 1.08346 -1.37529
N 6.42456 0.40303 -0.09184
O 5.35211 0.37783 0.53101
O 7.44261 -0.11693 0.26855
H 7.43608 1.48791 -1.48233
H 5.68624 1.85357 -1.43204
H 6.28207 0.30128 -2.13468
C 2.61843 -1.42783 -2.40558
N 3.83895 -2.21550 -2.55670
O 4.91191 -1.71345 -2.34853
O 3.71273 -3.33147 -2.97893
H 2.58327 -0.97050 -1.41279
H 1.77467 -2.09609 -2.49561
H 2.56922 -0.65681 -3.14200
C -1.76399 5.33123 -5.56578
N -0.28951 5.64869 -5.39291
O 0.49167 5.04283 -6.11474
O 0.00185 6.43544 -4.52278
H -1.91609 4.50897 -6.24227
H -2.31356 6.27780 -5.76508
H -2.14621 4.99984 -4.60849
C 5.64574 -3.83742 0.74736
N 4.39473 -3.83519 -0.01385
O 4.14393 -4.90206 -0.60638
O 3.69422 -2.88271 0.02050
H 5.89331 -2.76425 0.88207
H 6.48847 -4.44969 0.29667
H 5.46890 -4.35841 1.66256
C -1.99137 1.77402 2.73172
N -1.13599 2.99680 2.45922
O -1.41760 3.63497 1.49421
O -0.23078 3.16522 3.19069
H -2.96485 2.00374 2.41628
H -2.00782 1.53990 3.75962
H -1.58460 1.00098 2.06124
C 0.88088 -5.37702 -2.73187
N 0.27652 -5.43540 -1.28601
O 0.30023 -6.53704 -0.73482
O -0.09229 -4.38212 -0.87881
H 0.88567 -6.42210 -3.08742
H 1.77019 -4.77799 -2.70148
H 0.24552 -4.74889 -3.30698
```

3.
CH3NS2 | ωB97M-V/def2-TZVPD

Properties
multiplicity: 1
net charge: 0
relative energy (zero: lowest compared OMol25 entry of this formula, charge and spin): 20.9 kcal per mole
structure (SMILES): N=C=S.S
E_LUMO: 0.69 eV
molar mass: 93.18 g mol⁻¹

Structure (XYZ):
```
7
CH3NS2, DFT ωB97M-V/def2-TZVPD
N 0.60134 0.18888 -1.10146
C 0.29331 1.28826 -0.78412
S -0.20402 2.64802 -0.29483
H 0.22879 -0.60184 -1.45193
S -0.42368 -1.69070 0.96408
H -0.73827 -0.48914 0.65216
H 0.24254 -1.34348 2.01611
```

4.
C5H6N2O | ωB97M-V/def2-TZVPD

Properties
multiplicity: 1
net charge: 0
relative energy (zero: lowest compared OMol25 entry of this formula, charge and spin): 127.9 kcal per mole
structure (SMILES): O=C1C[C@H]2N=CN[C@H]12
E_LUMO: 0.53 eV
molar mass: 110.12 g mol⁻¹

Structure (XYZ):
```
14
C5H6N2O, DFT ωB97M-V/def2-TZVPD
O 2.58467 -0.81812 -0.01392
C 1.56600 -0.27790 -0.13440
C 1.13567 1.34437 0.03962
C -0.27319 0.89771 0.35091
N -1.70064 1.01449 -0.21979
C -2.13558 -0.23458 -0.03332
N -1.11173 -1.38260 0.33559
C -0.00215 -0.42243 -0.18606
H 0.64963 1.55264 -1.07061
H 1.63640 2.14541 0.50218
H -0.17220 0.79858 1.43624
H -3.13199 -0.79922 -0.23245
H -1.45570 -2.20005 -0.34195
H -0.26131 -0.21858 -1.21314
```

5.
C30H44N4P2SiSn | ωB97M-V/def2-TZVPD

Properties
multiplicity: 1
net charge: +2
relative energy (zero: lowest compared OMol25 entry of this formula, charge and spin): 29.9 kcal per mole
E_LUMO (spin up / spin down): -8.56 / -9.17 eV
molar mass: 669.45 g mol⁻¹

Structure (XYZ):
```
82
C30H44N4P2SiSn, DFT ωB97M-V/def2-TZVPD
Sn -0.51262 3.72113 0.28487
C 3.44447 -1.46866 -0.22761
C 3.75993 -0.22506 0.16591
C 3.62449 1.00538 -0.68142
C 2.32079 1.27107 -1.45237
C 2.43898 0.74903 -2.89616
C 3.12307 -0.33652 -3.35251
C 4.29110 -1.08099 -2.68603
C 3.89268 -2.03949 -1.53535
C -2.33609 3.61485 -0.96148
H 2.83451 -2.13079 0.41517
H 3.64738 -0.04183 1.23600
H 4.42912 1.11376 -1.39090
H 3.81662 1.85078 -0.04124
H 1.50588 0.94030 -0.78771
H 2.22612 2.36118 -1.48148
H 1.94039 1.38421 -3.65069
H 2.93463 -0.66110 -4.41703
H 5.08565 -0.41964 -2.28731
H 4.69598 -1.73097 -3.49857
H 3.08270 -2.69828 -1.87914
H 4.77079 -2.67779 -1.33663
H -3.15290 3.09474 -0.42529
H -2.00120 3.17544 -1.94180
H -2.70258 4.64356 -1.07636
P 1.43638 5.89164 -3.28241
P 3.16341 6.29571 -0.19724
N 2.09785 5.18493 -4.73027
N 0.68601 7.37136 -4.14202
N 4.73289 5.65082 -0.80013
N 3.82280 7.48391 0.98711
C 2.99555 6.82247 -2.92005
C 3.04560 7.55593 -1.59115
C 1.46228 4.16152 -5.44330
C 2.00036 4.09730 -6.71566
C 2.98681 5.13328 -6.81794
C 3.06608 5.74924 -5.58103
C -0.65660 7.72286 -4.05768
C -0.84207 8.97875 -4.63748
C 0.43510 9.42254 -5.11526
C 1.33309 8.39802 -4.82598
C 4.88603 4.27439 -1.02341
C 6.11122 4.04275 -1.64268
C 6.73238 5.32076 -1.85208
C 5.82947 6.28894 -1.39842
C 5.10690 8.03081 1.13920
C 5.07415 9.02689 2.11518
C 3.71210 9.12723 2.55811
C 2.97284 8.20246 1.84242
H 3.24305 7.59191 -3.65752
H 3.75743 6.04050 -2.91768
H 3.91743 8.23509 -1.55316
H 2.13070 8.15210 -1.45050
H 0.69352 3.57675 -4.97203
H 1.70538 3.40589 -7.48816
H 3.58807 5.40445 -7.67754
H 3.74615 6.52628 -5.25183
H -1.35729 7.04537 -3.60077
H -1.77118 9.52066 -4.68722
H 0.66211 10.37181 -5.58059
H 2.37844 8.35233 -5.08110
H 4.07923 3.62444 -0.73673
H 6.50804 3.07098 -1.90771
H 7.71572 5.50605 -2.26556
H 5.89963 7.37258 -1.44216
H 5.93880 7.67863 0.54655
H 5.92064 9.60308 2.46464
H 3.34755 9.78554 3.32976
H 1.91926 8.00801 1.83249
C -2.16491 1.06303 1.73841
Si -0.31469 1.36000 1.45548
C 0.75515 1.40360 3.06012
C 0.20128 -0.38657 0.86588
H -2.81382 1.93491 1.82933
H -2.32676 0.49060 2.66181
H -2.54131 0.41925 0.93928
H 0.40412 0.58140 3.70522
H 1.82611 1.21552 2.87022
H 0.70043 2.34861 3.62358
H 0.53982 -0.92969 1.77324
H -0.66941 -0.93610 0.45512
H 1.03741 -0.41116 0.15568
```

6.
C3H5NO2 | ωB97M-V/def2-TZVPD

Properties
multiplicity: 1
net charge: 0
relative energy (zero: lowest compared OMol25 entry of this formula, charge and spin): 85.4 kcal per mole
E_LUMO: 0.59 eV
molar mass: 87.08 g mol⁻¹

Structure (XYZ):
```
11
C3H5NO2, DFT ωB97M-V/def2-TZVPD
N 1.76986 1.11597 0.21184
C 1.96334 0.17001 -0.48040
O -0.00219 -0.51173 -1.23538
C -0.73156 -0.82737 -0.07130
C -1.40824 0.38346 0.56102
O -1.94094 0.33572 1.64482
H 2.51417 1.57694 0.70365
H 0.96723 -0.80289 -1.16984
H -0.13010 -1.30651 0.71386
H -1.52736 -1.52902 -0.35148
H -1.40773 1.30781 -0.05250
```